{
  "formula": "C24H60F2KNO20P4S2",
  "method": "the ωB97M-V functional and the def2-TZVPD basis",
  "symbols": ["K", "N", "S", "O", "O", "F", "S", "O", "O", "F", "C", "C", "O", "P", "O", "O", "C", "C", "O", "C", "C", "H", "H", "H", "H", "H", "H", "H", "H", "H", "H", "H", "H", "H", "H", "H", "C", "C", "O", "P", "O", "O", "C", "C", "O", "C", "C", "H", "H", "H", "H", "H", "H", "H", "H", "H", "H", "H", "H", "H", "H", "H", "C", "C", "O", "P", "O", "O", "C", "C", "O", "C", "C", "H", "H", "H", "H", "H", "H", "H", "H", "H", "H", "H", "H", "H", "H", "H", "C", "C", "O", "P", "O", "O", "C", "C", "O", "C", "C", "H", "H", "H", "H", "H", "H", "H", "H", "H", "H", "H", "H", "H", "H", "H"],
  "coordinates": [[12.87467, -11.18621, 5.66092], [10.25736, -10.80471, 6.18569], [8.77260, -11.26694, 6.40015], [8.08582, -11.80412, 5.24399], [7.96925, -10.56279, 7.35984], [9.15486, -12.66201, 7.16127], [9.78196, -9.37292, 5.34831], [9.38721, -8.25960, 6.16304], [9.17289, -9.54309, 4.05202], [11.24368, -8.90055, 4.90051], [15.35162, -10.47537, 1.60801], [13.84804, -10.25516, 1.66539], [13.05399, -11.28122, 1.07650], [12.68780, -12.62912, 1.82858], [12.91858, -12.57928, 3.28446], [11.21962, -13.01679, 1.39973], [10.05997, -12.28553, 1.94250], [9.28062, -11.86581, 0.70617], [13.53513, -13.78558, 1.08788], [13.90617, -13.55295, -0.31295], [14.31158, -14.88454, -0.88033], [15.80838, -9.72252, 2.25954], [15.65072, -11.40022, 2.10520], [15.75062, -10.32005, 0.60690], [13.60526, -10.21771, 2.72850], [13.65837, -9.28976, 1.20376], [9.43517, -12.96836, 2.51470], [10.45816, -11.48935, 2.56744], [9.90399, -11.26456, 0.04617], [8.96147, -12.75890, 0.16599], [8.34232, -11.36169, 0.94607], [13.09645, -13.08588, -0.86698], [14.82186, -12.96718, -0.20799], [14.97808, -15.44091, -0.22100], [13.47437, -15.52965, -1.14013], [14.93731, -14.66610, -1.75220], [14.47165, -6.61547, 1.46589], [13.73669, -6.75943, 2.78252], [14.71724, -6.62863, 3.84126], [14.55907, -7.51993, 5.17206], [14.30894, -8.96402, 4.96773], [15.92201, -7.16486, 5.89645], [17.15507, -7.80142, 5.53066], [17.96198, -6.75204, 4.76618], [13.45056, -6.75423, 5.99219], [13.03122, -7.12273, 7.28223], [11.90487, -6.20940, 7.76635], [13.82955, -7.01464, 0.67546], [14.63399, -5.56128, 1.23601], [15.43582, -7.11547, 1.40232], [12.97205, -5.99796, 2.93675], [13.27804, -7.74847, 2.87303], [17.64463, -8.19200, 6.42171], [16.99077, -8.68700, 4.91069], [18.93785, -7.08377, 4.40340], [17.45639, -6.53146, 3.82395], [18.03491, -5.83236, 5.34052], [12.63057, -8.13364, 7.40469], [13.80015, -7.00506, 8.05289], [11.00439, -6.38934, 7.17943], [11.72891, -6.35599, 8.82965], [12.21895, -5.17061, 7.63677], [17.54131, -13.50001, 8.30471], [16.82767, -14.60581, 7.51403], [15.63190, -15.10862, 8.12564], [14.44950, -14.08487, 8.40236], [14.10021, -13.10666, 7.36449], [13.22905, -15.07807, 8.69914], [12.01217, -14.59769, 9.25105], [11.05414, -15.76028, 9.37275], [14.75700, -13.40493, 9.81714], [15.29560, -14.19806, 10.90651], [14.55153, -13.74876, 12.15016], [18.34101, -13.15204, 7.64542], [16.94408, -12.64803, 8.61201], [18.05769, -14.00382, 9.12115], [16.70092, -14.38148, 6.45298], [17.53281, -15.43728, 7.46009], [12.10716, -13.99420, 10.15932], [11.56325, -13.85461, 8.57967], [10.12511, -15.55162, 9.91558], [10.81229, -16.08587, 8.36410], [11.37082, -16.55060, 10.06100], [15.12214, -15.25502, 10.71923], [16.34267, -13.91481, 11.01258], [13.53943, -14.15292, 12.10866], [15.01013, -14.11460, 13.07294], [14.51322, -12.66951, 12.28958], [6.87162, -15.65801, -0.23404], [6.55871, -15.63618, 1.23098], [7.73786, -15.34192, 1.96155], [7.78296, -15.44642, 3.55725], [7.23962, -16.67058, 4.14886], [7.00326, -14.12745, 4.02313], [5.70081, -14.22223, 4.60475], [5.29370, -12.88525, 5.21192], [9.31064, -15.12625, 3.84795], [9.82040, -15.27731, 5.17002], [11.16247, -14.56794, 5.26940], [7.66284, -16.36191, -0.48398], [5.98368, -15.79476, -0.85016], [7.23164, -14.66188, -0.51339], [5.80645, -14.88142, 1.49490], [6.07673, -16.56424, 1.56102], [4.97406, -14.47902, 3.83428], [5.73153, -14.92020, 5.44029], [5.92733, -12.59224, 6.05636], [5.52328, -12.02434, 4.57882], [4.27133, -12.97351, 5.57347], [9.14102, -14.85343, 5.91302], [9.96866, -16.35464, 5.29876], [11.50597, -14.61367, 6.30721], [11.92386, -14.81335, 4.53251], [11.06479, -13.48035, 5.15810]],
  "forces_ev_per_angstrom": [[0.372, -0.307, -0.134], [-1.085, 3.398, -1.792], [-3.263, -4.997, 1.272], [1.002, 1.051, 0.769], [0.849, 0.064, -0.502], [0.226, 0.734, 0.064], [1.616, 2.095, -1.553], [-0.074, -1.177, 0.006], [0.181, -0.407, 1.427], [0.765, -0.607, 0.342], [-0.004, 0.221, 0.418], [0.881, -0.011, 1.214], [-0.248, 0.119, -0.617], [-0.039, -1.519, -0.026], [0.169, 0.318, -0.070], [0.424, 0.177, 0.254], [-0.009, -0.188, -0.960], [-0.215, 0.037, 0.189], [-0.936, 1.255, 0.218], [0.842, -0.895, 1.347], [0.411, -0.140, -0.523], [-0.135, 0.248, -0.162], [-0.065, -0.298, -0.550], [0.132, -0.449, -0.010], [-0.275, 0.292, -0.073], [-0.628, -0.234, -0.235], [0.460, -0.079, 0.290], [-0.445, 0.228, 0.019], [-0.133, 0.157, -0.012], [0.278, -0.124, 0.001], [0.255, 0.297, 0.203], [0.122, 0.211, 0.028], [-0.355, 0.528, -0.598], [-0.167, 0.169, 0.314], [-0.011, 0.089, -0.085], [-0.353, -0.219, -0.256], [-0.638, 0.491, -0.467], [0.529, -0.549, 0.181], [-0.415, -0.700, 0.998], [0.417, 0.531, -0.622], [0.076, 0.340, -0.004], [-0.624, -0.411, 0.447], [0.638, 0.068, -0.783], [-0.077, -0.335, -0.548], [0.478, -0.043, -0.627], [-1.102, 0.119, 2.450], [0.329, 0.391, -0.882], [0.082, 0.071, -0.057], [0.087, -0.022, 0.023], [-0.079, -0.224, 0.360], [0.037, -0.013, -0.134], [-0.074, 0.119, -0.058], [-0.073, 0.434, 0.235], [-0.310, 0.122, -0.088], [0.133, -0.171, 0.637], [-0.366, 0.172, 0.202], [0.177, -0.010, 0.035], [0.376, -0.236, -0.799], [0.599, -0.123, -0.606], [-0.102, 0.060, 0.205], [-0.118, -0.243, -0.031], [-0.107, 0.006, -0.021], [0.451, -0.821, -0.752], [1.057, 0.041, -0.312], [-0.518, 0.384, -0.087], [-1.400, -0.324, 0.622], [0.571, 0.343, 0.027], [1.442, -0.189, 0.130], [-1.449, 0.949, -0.031], [-0.440, -0.179, 0.874], [0.168, -0.217, -0.824], [-0.410, 1.124, 0.579], [-0.230, -0.427, 0.483], [-0.057, 0.194, 0.041], [-0.140, -0.088, 0.070], [-0.229, 0.417, 0.420], [-0.718, 0.470, 0.192], [-0.276, -0.252, 0.352], [0.636, -0.570, 0.297], [0.125, -0.216, -0.334], [-0.083, 0.929, -0.576], [-0.018, -0.534, 0.179], [0.839, -0.238, -0.717], [0.347, -0.057, -0.021], [0.116, -0.452, -0.278], [-0.080, 0.214, 0.133], [0.099, -0.302, -0.206], [0.000, 0.063, -0.461], [0.290, 1.048, -0.349], [-1.298, -0.185, 0.583], [1.116, -0.255, 0.584], [-0.501, 0.648, 0.008], [0.075, -0.182, -0.074], [0.523, -0.392, -0.227], [-0.157, 0.922, 0.759], [1.089, 0.426, 0.334], [-0.910, 0.342, -1.135], [1.002, -0.243, 0.085], [-0.291, 1.254, 0.418], [-0.179, -0.204, 0.032], [-0.047, -0.407, 0.154], [0.158, -0.083, -0.001], [0.136, 0.224, -0.370], [0.551, -0.201, 0.069], [0.021, -0.419, 0.064], [-0.178, -0.513, -0.417], [-0.134, -0.652, 0.182], [-0.773, -0.236, -0.509], [-0.153, 0.321, -0.271], [-0.100, -0.182, -0.107], [-0.204, 0.146, 0.405], [0.340, -0.614, -0.152], [-0.056, -0.614, 0.176], [-0.542, -0.093, -0.301]],
  "mulliken_charge": [1.244, 0.018, 0.654, -0.346, -0.633, -0.262, 0.758, -0.572, -0.615, -0.172, -1.253, 0.879, -0.448, 0.608, -0.435, -0.289, 1.229, -1.531, -0.346, 0.119, -1.415, 0.295, 0.350, 0.302, -0.265, 0.073, -0.578, 0.073, 0.385, 0.254, 0.358, 0.309, 0.149, 0.317, 0.340, 0.389, -1.457, 0.545, -0.333, 0.110, 0.461, -0.386, -0.104, -1.022, -0.228, 0.118, -1.319, 0.422, 0.384, 0.281, 0.316, -0.284, 0.354, 0.118, 0.395, 0.159, 0.290, 0.055, 0.280, 0.267, 0.400, 0.354, -1.021, -0.328, -0.335, -0.241, 0.272, -0.373, 0.278, -1.266, -0.116, -0.075, -1.281, 0.393, 0.288, 0.284, 0.283, 0.344, 0.292, -0.067, 0.410, 0.167, 0.381, 0.364, 0.280, 0.279, 0.397, 0.298, -1.276, -0.136, -0.175, 0.332, -0.830, 0.411, -0.259, -1.153, 0.041, -0.231, -0.071, 0.307, 0.401, 0.237, 0.209, 0.375, 0.219, 0.332, 0.159, 0.283, 0.429, 0.312, 0.237, -0.322, 0.420, -0.273],
  "orbital_gap_ev": 9.60
}